[1]
{
  "formula": "C6H15S",
  "method": "wB97M-V/def2-TZVPD",
  "lumo_ha": 0.1511,
  "charge": -1,
  "homo_ev": -2.37,
  "gap_ev": 6.487,
  "elements": ["C", "C", "C", "S", "H", "H", "H", "H", "H", "H", "H", "C", "C", "C", "H", "H", "H", "H", "H", "H", "H", "H"],
  "xyz": [[-2.997, -0.208, -1.646], [-2.518, 1.238, -1.512], [-1.041, 1.330, -1.103], [-0.682, 0.621, 0.545], [-2.656, -0.633, -2.594], [-4.089, -0.234, -1.648], [-2.615, -0.789, -0.809], [-2.711, 1.797, -2.435], [-3.067, 1.726, -0.701], [-0.706, 2.370, -1.155], [-0.431, 0.798, -1.848], [2.864, -0.143, 1.869], [2.835, -0.957, 0.587], [1.778, -2.058, 0.669], [1.904, 0.366, 1.985], [3.655, 0.610, 1.908], [2.980, -0.797, 2.742], [3.818, -1.405, 0.397], [2.582, -0.308, -0.254], [1.703, -2.638, -0.249], [2.019, -2.722, 1.509], [0.806, -1.594, 0.879]],
  "forces_ev_per_angstrom": [[-0.1635, 0.4515, -0.2398], [0.2604, -0.0315, 0.5491], [0.2420, -0.2644, -0.2577], [-0.1138, 0.2377, -0.0303], [0.0907, -0.1244, 0.0739], [-0.0564, -0.1634, 0.0068], [0.0063, -0.0538, -0.0017], [0.0299, -0.0055, -0.0490], [-0.1562, 0.0007, -0.0955], [-0.1281, 0.0649, 0.0959], [-0.0857, -0.0091, -0.0481], [-0.2900, 0.0105, 0.3069], [-0.0207, -0.2164, -0.1251], [0.0077, 0.2525, 0.5417], [0.0243, 0.0532, -0.0639], [0.0564, -0.0279, -0.1358], [0.1079, -0.0081, -0.0553], [0.0074, 0.0777, -0.0740], [0.0818, 0.0685, 0.0162], [0.0140, -0.0671, -0.0488], [-0.0148, -0.1409, -0.1480], [0.1003, -0.1049, -0.2176]]
}

---

[2]
{
  "formula": "C18H40KNOS2SbSi",
  "method": "wB97M-V/def2-TZVPD",
  "lumo_ha": 0.0804,
  "charge": -1,
  "homo_ev": -3.50,
  "gap_ev": 5.691,
  "elements": ["K", "C", "C", "C", "Sb", "C", "C", "C", "C", "C", "C", "H", "H", "H", "H", "H", "H", "H", "H", "H", "H", "H", "H", "H", "H", "H", "H", "H", "H", "H", "H", "H", "S", "C", "N", "C", "Si", "C", "C", "C", "H", "H", "H", "H", "H", "H", "H", "H", "H", "H", "H", "O", "S", "C", "C", "C", "C", "H", "H", "H", "H", "H", "H", "H", "H"],
  "xyz": [[-0.018, 1.609, 2.123], [-2.693, -1.963, -0.994], [-1.311, -2.184, -1.600], [-0.918, -3.649, -1.492], [0.067, -0.577, -0.859], [1.256, -0.536, -2.682], [0.613, 0.396, -3.697], [1.573, -1.885, -3.307], [1.267, -1.970, 0.313], [0.460, -2.368, 1.545], [2.660, -1.526, 0.712], [-3.438, -2.653, -1.412], [-3.048, -0.945, -1.170], [-2.682, -2.110, 0.091], [-1.376, -1.922, -2.666], [-0.928, -3.987, -0.452], [0.076, -3.861, -1.886], [-1.628, -4.287, -2.035], [2.181, -0.077, -2.324], [-0.357, 0.013, -4.032], [1.242, 0.500, -4.588], [0.458, 1.393, -3.282], [0.675, -2.381, -3.685], [2.055, -2.567, -2.602], [2.254, -1.760, -4.157], [1.362, -2.843, -0.340], [0.340, -1.519, 2.226], [0.961, -3.161, 2.112], [-0.546, -2.713, 1.301], [2.636, -0.691, 1.414], [3.250, -1.190, -0.140], [3.190, -2.354, 1.198], [-2.300, 4.975, 5.648], [-1.588, 3.753, 4.793], [-1.113, 2.883, 4.173], [4.469, 3.701, 0.008], [3.492, 2.277, -0.827], [4.841, 0.936, -1.049], [3.096, 2.922, -2.580], [1.961, 1.659, -0.050], [5.375, 3.928, -0.562], [4.769, 3.440, 1.026], [3.871, 4.613, 0.073], [5.694, 1.366, -1.581], [4.487, 0.078, -1.625], [5.209, 0.560, -0.091], [3.893, 3.568, -2.957], [2.171, 3.503, -2.587], [2.973, 2.102, -3.290], [1.157, 2.405, -0.153], [2.113, 1.438, 1.020], [-2.199, 0.436, 2.115], [-3.328, 1.379, 2.406], [-4.122, 0.705, 3.882], [-4.813, -0.560, 3.404], [-5.601, -0.128, 2.167], [-4.682, 0.773, 1.332], [-4.828, 1.458, 4.242], [-3.335, 0.588, 4.625], [-5.458, -0.987, 4.172], [-4.057, -1.301, 3.137], [-6.477, 0.442, 2.484], [-5.954, -0.978, 1.583], [-5.198, 1.615, 0.875], [-4.149, 0.224, 0.556]],
  "forces_ev_per_angstrom": [[0.3211, 0.1922, -0.0389], [-0.0610, 0.0410, 0.0318], [-0.0122, 0.0981, -0.2279], [0.0394, -0.1049, 0.0622], [0.0405, 0.1476, 0.0501], [0.1699, 0.0175, 0.1058], [-0.0925, 0.0593, 0.0067], [-0.0005, -0.1068, 0.0329], [-0.1283, -0.1685, -0.0673], [-0.0493, 0.0282, 0.0923], [0.1304, 0.1018, -0.0359], [0.0013, -0.0201, -0.0055], [0.0168, 0.0149, -0.0106], [0.0094, -0.0101, 0.0403], [0.0030, -0.0573, 0.0185], [0.0090, 0.0116, -0.0024], [0.0078, 0.0367, -0.0498], [-0.0114, -0.0121, 0.0047], [-0.0465, -0.0061, -0.0214], [-0.0147, -0.0047, 0.0132], [0.0170, 0.0040, -0.0113], [-0.0019, 0.0007, 0.0006], [-0.0181, 0.0124, 0.0072], [0.0105, 0.0094, 0.0130], [0.0055, 0.0100, -0.0105], [-0.0262, 0.0024, 0.0505], [0.0069, -0.0006, -0.0007], [0.0093, -0.0195, -0.0135], [-0.0083, -0.0090, -0.0144], [-0.0242, -0.0034, -0.0064], [-0.0066, -0.0222, -0.0037], [0.0203, -0.0054, 0.0004], [0.1074, -0.2237, -0.1133], [-0.2562, 0.2275, 0.1341], [0.0618, -0.0744, 0.0149], [-0.1245, -0.1604, -0.0964], [-0.0137, -0.0614, -0.1252], [-0.1669, 0.2020, 0.0027], [0.1275, -0.0744, 0.1648], [0.2366, 0.0887, 0.1375], [0.0301, 0.0345, 0.0022], [-0.0018, -0.0524, 0.0113], [-0.0437, 0.0062, -0.0272], [0.0286, -0.0021, -0.0078], [-0.0413, 0.0110, -0.0251], [-0.0303, 0.0107, 0.0470], [0.0351, 0.0037, 0.0021], [-0.0371, 0.0169, 0.0424], [-0.0256, -0.0367, 0.0097], [0.0388, 0.0007, -0.0244], [0.2046, -0.0089, -0.2136], [-0.1744, -0.2895, -0.0115], [-0.2195, 0.0921, -0.0531], [-0.0241, 0.1984, -0.0036], [-0.0085, -0.0072, 0.0126], [-0.0339, 0.0024, -0.0124], [-0.0311, -0.0736, 0.1036], [-0.0160, -0.0041, -0.0165], [0.0392, -0.0412, -0.0131], [0.0075, -0.0112, 0.0031], [-0.0119, -0.0195, -0.0009], [-0.0185, -0.0248, 0.0021], [-0.0048, -0.0063, 0.0040], [0.0119, 0.0391, 0.0385], [0.0381, 0.0007, 0.0008]]
}

---

[3]
{
  "formula": "C3H4INO",
  "method": "wB97M-V/def2-TZVPD",
  "lumo_ha": -0.0251,
  "charge": 0,
  "homo_ev": -9.32,
  "smiles": "C/C=N/C(=O)I",
  "gap_ev": 8.641,
  "elements": ["C", "C", "C", "N", "O", "I", "H", "H", "H", "H"],
  "xyz": [[0.088, 0.355, 0.481], [-1.105, 0.484, -1.685], [1.229, -0.473, 1.033], [-0.236, 0.322, -0.748], [-1.346, 1.288, -2.507], [-2.716, -1.033, -1.226], [-0.314, 1.125, 1.070], [0.780, -1.454, 1.458], [1.705, 0.209, 1.905], [1.916, -0.824, 0.220]],
  "forces_ev_per_angstrom": [[1.4481, -0.6086, -2.3887], [-2.3968, 0.1987, 1.2642], [-0.1760, 0.1941, 1.4791], [1.8265, -1.1635, 1.3561], [0.6569, 0.4524, -1.2443], [0.1103, -0.0873, -0.2663], [-1.0368, 0.6802, 1.2455], [0.6603, 1.6799, -0.2662], [-0.6861, -2.0612, -2.0412], [-0.4063, 0.7154, 0.8618]]
}

---

[4]
{
  "formula": "C4H2FeO2",
  "method": "wB97M-V/def2-TZVPD",
  "lumo_ha": [-0.2001, -0.2747],
  "charge": 1,
  "multiplicity": 6,
  "homo_ev": [-14.18, -14.88],
  "gap_ev": [8.731, 7.403],
  "elements": ["H", "C", "C", "O", "O", "Fe", "C", "C", "H"],
  "xyz": [[1.165, 1.835, -1.244], [0.429, 1.208, -0.733], [0.589, 0.634, 0.456], [-0.689, 1.163, -1.499], [-1.743, 0.355, -1.032], [-1.483, -1.098, 0.161], [0.281, -1.579, 1.185], [0.329, -0.258, 1.374], [1.122, -2.260, 1.333]],
  "forces_ev_per_angstrom": [[-0.1990, -0.1678, 0.2051], [-0.8942, 1.4234, -2.1750], [-0.8740, -1.1551, 2.2829], [0.8359, -0.6768, 1.3229], [0.3917, 0.0615, 0.1030], [0.4981, 0.1550, -0.1205], [-0.5608, 0.2889, 0.5712], [1.1703, 0.0501, -2.4463], [-0.3681, 0.0209, 0.2568]]
}

---

[5]
{
  "formula": "CH7N",
  "method": "wB97M-V/def2-TZVPD",
  "lumo_ha": 0.0359,
  "charge": 0,
  "homo_ev": -10.34,
  "smiles": "C.N",
  "gap_ev": 11.313,
  "elements": ["C", "H", "H", "H", "H", "H", "H", "H", "N"],
  "xyz": [[1.359, 0.427, 0.935], [1.313, 1.155, 0.199], [1.438, -0.537, 0.454], [0.500, 0.512, 1.526], [2.235, 0.631, 1.596], [-0.733, -0.371, -0.977], [-2.379, 0.112, -1.149], [-2.075, -1.392, -1.082], [-1.659, -0.538, -1.501]],
  "forces_ev_per_angstrom": [[1.8563, -0.7506, 1.0934], [0.0357, 1.5162, -1.4790], [0.0511, -0.3092, 0.1380], [-1.3919, -0.1455, 0.8778], [-0.5566, -0.3169, -0.6396], [-2.1410, -0.1798, -0.8981], [0.9461, 0.3293, -0.2847], [0.8800, 0.2050, -0.5158], [0.3202, -0.3486, 1.7080]]
}

---

[6]
{
  "formula": "C6H11N",
  "method": "wB97M-V/def2-TZVPD",
  "lumo_ha": 0.0395,
  "charge": 0,
  "homo_ev": -7.81,
  "smiles": "C=C/C(=C\\N)CC",
  "gap_ev": 8.886,
  "elements": ["C", "C", "N", "C", "C", "C", "C", "H", "H", "H", "H", "H", "H", "H", "H", "H", "H", "H"],
  "xyz": [[-0.741, 0.299, 2.021], [0.549, 0.333, 1.226], [0.624, -2.189, -1.610], [0.353, -1.604, -0.369], [0.408, -0.274, -0.155], [-0.089, 0.643, -1.208], [-0.302, 1.953, -1.131], [-1.485, 0.945, 1.552], [-1.170, -0.704, 2.087], [-0.651, 0.611, 3.057], [0.849, 1.370, 1.071], [1.389, -0.141, 1.726], [1.000, -1.493, -2.211], [-0.108, -2.703, -2.082], [0.280, -2.220, 0.522], [-0.067, 0.209, -2.202], [-0.455, 2.450, -2.081], [-0.383, 2.515, -0.213]],
  "forces_ev_per_angstrom": [[-0.5400, -0.1846, 0.2629], [0.1373, -0.1557, -0.4318], [-0.5075, -0.4237, 0.2811], [0.6652, 0.6625, 0.6463], [-1.9114, 0.6147, 0.0071], [2.1322, -0.4792, -0.1594], [-0.3886, -0.1808, -0.4137], [-0.0445, -0.0824, -0.0167], [0.0680, -0.0659, -0.2513], [0.3164, 0.3046, 0.1310], [0.0870, 0.0114, 0.1722], [-0.0542, -0.1784, 0.3133], [0.2333, 0.3268, -0.7101], [-0.0415, -0.1524, 0.2448], [0.2818, -0.5548, -0.2344], [-0.3272, 0.1042, -0.0802], [-0.3823, 0.3335, 0.2200], [0.2759, 0.1000, 0.0190]]
}

---

Looking at energy above the lowest of the compared OMol25 structures with the same formula, charge and spin for the records above, in order, we have 0.6, 7.9, 19.5, 87.2, 6.3, 37.3 kcal/mol.